C20H26N2OS3Tl as an isolated structure, computed with the ωB97M-V functional and the def2-TZVPD basis.

Element x y z (Å)
Tl -0.093 -1.197 1.082
C -0.812 2.828 0.661
N -1.470 1.555 0.345
C -1.948 1.592 -1.041
C -1.934 0.238 -1.749
N -0.605 -0.380 -1.766
C 0.408 0.522 -2.283
C -0.569 -1.705 -2.326
C 0.200 -1.969 -3.458
C 0.368 -3.252 -3.959
C -0.276 -4.309 -3.340
C -1.082 -4.066 -2.243
C -1.249 -2.785 -1.694
S -2.284 -2.643 -0.290
C -2.446 1.213 1.355
C -3.808 1.234 1.068
C -4.774 0.934 2.014
C -4.387 0.587 3.297
C -3.043 0.552 3.612
C -2.039 0.865 2.683
S -0.386 0.806 3.276
H -1.519 3.672 0.632
H -0.020 3.026 -0.065
H -0.375 2.772 1.654
H -1.309 2.288 -1.585
H -2.962 1.998 -1.121
H -2.306 0.393 -2.776
H -2.606 -0.450 -1.237
H 0.149 0.929 -3.273
H 1.356 -0.005 -2.347
H 0.547 1.348 -1.586
H 0.703 -1.165 -3.979
H 1.013 -3.411 -4.815
H -0.138 -5.321 -3.703
H -1.586 -4.883 -1.745
H -4.159 1.485 0.076
H -5.821 0.966 1.741
H -5.128 0.329 4.045
H -2.720 0.267 4.604
O 2.976 -1.908 1.209
S 3.100 -0.583 0.552
C 4.927 -0.281 0.426
C 5.340 0.441 1.696
C 4.239 1.461 1.964
C 2.931 0.690 1.874
H 5.098 0.325 -0.467
H 5.389 -1.258 0.305
H 6.322 0.910 1.598
H 5.385 -0.275 2.519
H 4.271 2.245 1.202
H 4.352 1.935 2.941
H 2.071 1.315 1.640
H 2.711 0.126 2.780

Properties
HOMO energy: -3.31 eV
E_tot: -63390.3730 eV
LUMO: 2.3 eV
total charge: -1
HOMO-LUMO gap: 5.59 eV

=====

A 6-piece molecular cluster, C2H16O5S overall at a distorted geometry, computed with the ωB97M-V functional and the def2-TZVPD basis.

Element x y z (Å)
C -0.170 2.168 -1.350
C 0.359 1.464 -0.063
S 2.218 1.587 0.170
H 0.250 3.110 -1.533
H -1.148 2.530 -1.393
H -0.183 1.608 -2.359
H 0.051 1.771 0.959
H 0.103 0.371 -0.178
H 2.783 0.535 -0.354
O -1.260 -0.309 2.941
H -0.555 -0.631 2.389
H -0.875 0.336 3.418
O -0.738 -2.446 -0.940
H -0.549 -2.215 -0.115
H -1.551 -1.863 -1.151
O 1.342 -1.439 1.768
H 2.209 -1.505 2.093
H 1.320 -1.842 0.940
O -2.178 0.262 0.311
H -2.044 0.137 1.265
H -2.786 1.003 0.193
O 1.418 -1.559 -2.094
H 0.466 -1.902 -1.962
H 1.517 -1.170 -2.954

Properties
SMILES: CCS.O.O.O.O.O
HOMO energy: -8.70 eV
E_tot: -23405.1031 eV
LUMO: 0.4 eV
total charge: 0
HOMO-LUMO gap: 9.09 eV

=====

C38H72F6O16S2V as an isolated structure at a distorted geometry, computed with the ωB97M-V functional and the def2-TZVPD basis.

Element x y z (Å)
O 1.460 2.912 -3.254
V 2.312 2.257 -2.128
C 5.071 0.011 0.676
F 4.993 -0.799 -0.383
F 4.105 -0.267 1.526
F 6.247 -0.144 1.243
S 4.949 1.808 0.100
O 3.630 1.900 -0.583
O 4.953 2.571 1.324
O 6.065 2.061 -0.773
C 0.518 -0.254 0.926
F 1.500 -1.012 0.456
F -0.357 -0.953 1.605
F 1.075 0.663 1.721
S -0.347 0.637 -0.487
O -0.901 -0.429 -1.311
O -1.264 1.555 0.152
O 0.766 1.268 -1.219
C -3.267 3.753 -4.489
C -3.549 2.341 -3.992
C -2.570 2.225 -2.839
O -1.377 2.821 -3.363
C -1.778 3.934 -4.179
H -3.900 4.483 -3.979
H -3.455 3.948 -5.547
H -3.373 1.642 -4.812
H -4.585 2.194 -3.678
H -2.322 1.184 -2.635
H -2.894 2.738 -1.929
H -1.132 3.941 -5.057
H -1.578 4.857 -3.622
C 3.077 -1.872 -3.612
C 2.579 -1.357 -4.959
C 1.871 -0.050 -4.620
O 2.151 0.209 -3.227
C 2.306 -1.069 -2.581
H 4.126 -1.592 -3.477
H 3.002 -2.948 -3.466
H 1.889 -2.068 -5.411
H 3.400 -1.178 -5.651
H 0.783 -0.076 -4.728
H 2.180 0.798 -5.232
H 1.299 -1.428 -2.351
H 2.857 -0.978 -1.648
C 3.385 -5.150 -1.023
C 3.765 -4.155 0.052
C 2.563 -4.252 1.004
O 2.229 -5.640 0.987
C 2.610 -6.230 -0.247
H 4.257 -5.550 -1.541
H 2.758 -4.679 -1.782
H 3.795 -3.117 -0.289
H 4.710 -4.385 0.542
H 1.722 -3.720 0.545
H 2.777 -3.926 2.018
H 1.746 -6.595 -0.809
H 3.228 -7.108 -0.049
C -3.317 -1.691 -3.548
C -4.089 -1.773 -4.847
C -3.091 -2.495 -5.744
O -1.830 -1.917 -5.370
C -1.874 -1.457 -3.999
H -3.367 -2.629 -2.992
H -3.683 -0.878 -2.918
H -4.266 -0.785 -5.274
H -5.039 -2.305 -4.775
H -3.295 -2.272 -6.790
H -3.030 -3.570 -5.561
H -1.608 -0.400 -4.001
H -1.206 -2.060 -3.386
C -0.218 4.707 0.785
C 1.118 5.135 1.396
C 2.046 4.087 0.789
O 1.531 3.834 -0.527
C 0.184 4.322 -0.632
H -0.917 5.538 0.877
H -0.630 3.839 1.303
H 1.148 5.106 2.483
H 1.368 6.147 1.071
H 1.926 3.148 1.342
H 3.105 4.333 0.825
H -0.488 3.640 -1.144
H 0.219 5.239 -1.237
C -4.940 -0.605 0.481
C -3.804 -0.496 1.481
C -4.118 0.745 2.340
O -5.328 1.275 1.778
C -5.402 0.860 0.430
H -5.736 -1.235 0.881
H -4.667 -1.025 -0.487
H -2.869 -0.329 0.947
H -3.665 -1.408 2.064
H -3.339 1.498 2.206
H -4.334 0.546 3.387
H -4.771 1.507 -0.198
H -6.389 1.011 -0.012
C -2.277 2.135 4.938
C -1.338 2.579 3.840
C 0.033 2.756 4.523
O -0.171 2.466 5.921
C -1.557 2.728 6.141
H -2.319 1.057 5.103
H -3.300 2.510 4.919
H -1.665 3.513 3.379
H -1.258 1.860 3.021
H 0.366 3.795 4.424
H 0.805 2.150 4.057
H -1.704 3.814 6.206
H -1.843 2.317 7.109
C 2.936 0.625 5.325
C 3.463 1.701 4.391
C 4.970 1.535 4.542
O 5.129 1.177 5.927
C 3.873 0.774 6.504
H 3.000 -0.366 4.865
H 1.883 0.760 5.581
H 3.142 2.662 4.800
H 3.105 1.597 3.365
H 5.425 2.516 4.411
H 5.392 0.783 3.877
H 3.448 1.482 7.220
H 4.102 -0.171 6.998
C -0.953 -5.021 0.801
C -1.654 -3.705 0.596
C -2.911 -4.153 -0.183
O -3.157 -5.497 0.221
C -2.080 -6.025 1.014
H -0.291 -4.948 1.669
H -0.297 -5.317 -0.019
H -1.020 -3.011 0.045
H -2.003 -3.265 1.530
H -2.749 -4.128 -1.264
H -3.762 -3.533 0.102
H -1.794 -7.024 0.693
H -2.360 -6.049 2.070

Properties
⟨S²⟩: 0.776
HOMO energy (alpha / beta): -9.15 / -9.15 eV
multiplicity: 2
E_tot: -136994.2954 eV
LUMO (alpha / beta): -2.2 / -1.8 eV
total charge: 0
HOMO-LUMO gap (alpha / beta): 6.93 / 7.35 eV

=====

C24H39N8ORuS2 as an isolated structure at a distorted geometry, computed with the ωB97M-V functional and the def2-TZVPD basis.

Element x y z (Å)
Ru -1.000 0.343 -0.296
S -2.673 1.166 1.595
C -3.605 -0.071 0.890
N -3.065 -0.828 -0.047
C -3.879 -1.844 -0.422
C -3.576 -2.876 -1.315
C -4.510 -3.861 -1.531
C -5.765 -3.820 -0.906
C -6.092 -2.804 -0.030
C -5.142 -1.829 0.232
S -5.237 -0.501 1.345
H -2.616 -2.886 -1.805
H -4.273 -4.677 -2.193
H -6.482 -4.599 -1.114
H -7.051 -2.769 0.458
O 1.036 0.550 0.770
C 1.775 -0.256 1.347
C 1.259 -1.247 2.344
C 1.868 -0.764 3.690
C 2.148 0.752 3.774
C 3.506 1.215 3.211
C 3.620 1.168 1.679
N 3.120 -0.135 1.255
H 1.565 -2.271 2.131
H 0.161 -1.195 2.350
H 2.800 -1.294 3.892
H 1.170 -1.033 4.483
H 2.162 1.022 4.830
H 1.327 1.308 3.319
H 4.287 0.581 3.638
H 3.696 2.236 3.545
H 4.652 1.285 1.353
H 3.002 1.932 1.209
H 3.647 -0.888 1.687
C 0.709 4.013 0.750
C 0.622 4.560 -0.677
N -0.718 4.430 -1.238
C -1.470 5.659 -1.436
C -1.981 6.236 -0.118
C -1.243 3.219 -1.442
C -2.703 3.057 -1.735
N -0.539 2.120 -1.421
H 1.728 4.113 1.114
H 0.419 2.962 0.804
H 0.056 4.569 1.416
H 1.352 4.054 -1.320
H 0.874 5.620 -0.674
H -2.305 5.479 -2.115
H -0.801 6.382 -1.914
H -2.567 5.503 0.428
H -2.605 7.101 -0.319
H -1.157 6.557 0.510
H -2.967 3.511 -2.689
H -3.314 3.510 -0.956
H -2.918 1.984 -1.800
H 0.477 2.240 -1.390
C 3.748 -3.244 -1.711
C 2.873 -4.481 -1.524
C 2.601 -4.743 -0.046
C 1.550 -4.370 -2.312
N 0.837 -3.171 -1.976
C 0.726 -2.030 -2.683
N 0.087 -1.157 -1.936
N -0.176 -1.781 -0.791
N 0.262 -2.974 -0.803
H 4.717 -3.407 -1.249
H 3.304 -2.367 -1.242
H 3.918 -3.035 -2.764
H 3.398 -5.343 -1.946
H 1.970 -3.966 0.381
H 3.538 -4.767 0.503
H 2.106 -5.701 0.087
H 0.925 -5.232 -2.071
H 1.747 -4.348 -3.385
H 1.086 -1.877 -3.681

Properties
⟨S²⟩: 0.856
HOMO energy (alpha / beta): -13.29 / -13.32 eV
multiplicity: 2
E_tot: -63726.4329 eV
LUMO (alpha / beta): -7.9 / -7.3 eV
total charge: +2
HOMO-LUMO gap (alpha / beta): 5.41 / 6.00 eV

=====

C33H41LuN5Se as an isolated structure at a distorted geometry, computed with the ωB97M-V functional and the def2-TZVPD basis.

Element x y z (Å)
Lu -0.302 0.611 0.400
N -5.511 1.411 0.153
N 0.293 1.942 2.584
C 0.799 0.199 -1.938
C -0.024 1.363 -2.094
C -1.342 0.921 -2.445
C -2.469 1.741 -2.781
H -2.278 2.813 -2.831
H -3.555 1.693 -1.660
H -3.187 1.321 -3.492
C -1.371 -0.496 -2.329
C -2.559 -1.338 -2.608
H -2.669 -1.574 -3.683
H -3.481 -0.819 -2.306
H -2.526 -2.290 -2.061
C -0.048 -0.948 -2.106
C 0.393 -2.361 -2.217
H -0.252 -3.010 -1.610
H 1.426 -2.490 -1.867
H 0.346 -2.739 -3.257
C 0.411 2.786 -2.024
H 0.680 3.191 -3.017
H 1.295 2.920 -1.377
H -0.397 3.428 -1.638
C 2.286 0.201 -1.841
H 2.637 -0.698 -1.315
H 2.639 1.083 -1.285
H 2.794 0.227 -2.828
C -6.210 0.613 0.934
H -7.157 0.242 0.536
C -5.784 0.253 2.238
H -6.466 -0.222 2.927
C -4.479 0.546 2.647
H -4.103 0.376 3.653
C -3.595 1.110 1.727
H -2.536 1.370 1.920
C -4.178 1.655 0.466
C -3.521 2.171 -0.645
H -2.643 2.792 -0.361
C 1.333 1.263 2.014
C 0.660 3.232 2.774
H -0.074 3.980 2.721
C 1.993 3.319 2.747
H 2.617 4.126 3.133
N 2.425 2.071 2.274
C 3.642 1.684 1.706
C 4.394 2.622 0.971
C 5.599 2.152 0.430
H 6.292 2.875 -0.007
C 5.917 0.795 0.499
C 7.271 0.357 0.100
H 7.245 -0.653 -0.307
H 7.942 0.358 0.966
H 7.675 1.048 -0.638
C 4.995 -0.146 0.966
H 5.208 -1.213 0.935
C 3.803 0.280 1.543
C 2.750 -0.731 1.911
H 1.972 -0.394 2.645
H 3.231 -1.609 2.359
H 2.204 -1.142 1.035
C 3.865 4.000 0.691
H 3.578 4.547 1.598
H 2.990 3.999 0.010
H 4.648 4.594 0.208
C -4.277 -2.267 0.252
N -3.303 -3.331 0.150
C -3.524 -4.584 -0.415
C -2.359 -5.277 -0.307
N -1.449 -4.440 0.332
C -0.078 -4.798 0.634
C -2.007 -3.212 0.579
Se -1.194 -1.702 1.401
H -4.473 -2.024 1.302
H -5.202 -2.586 -0.241
H -3.899 -1.357 -0.235
H -4.474 -4.868 -0.830
H -2.101 -6.277 -0.606
H 0.194 -4.399 1.618
H -0.002 -5.892 0.633
H 0.615 -4.394 -0.118

Properties
HOMO energy (alpha / beta): -1.00 / -1.00 eV
E_tot: -141296.9584 eV
LUMO (alpha / beta): 2.1 / 2.1 eV
total charge: -1
HOMO-LUMO gap (alpha / beta): 3.05 / 3.05 eV

=====

C7H15BF6NNiPS3 as an isolated structure, computed with the ωB97M-V functional and the def2-TZVPD basis.

Element x y z (Å)
Ni 0.504 -0.222 -0.080
C -1.538 -2.254 1.378
C -1.263 -1.281 2.501
S 0.320 -0.457 2.176
C -0.063 1.277 2.531
C -1.178 1.877 1.679
S -0.793 1.735 -0.084
C -2.293 1.048 -0.819
C -2.733 -0.304 -0.280
S -1.394 -1.532 -0.272
H -2.527 -2.706 1.467
H -0.813 -3.070 1.374
H -1.173 -1.800 3.455
H -2.053 -0.540 2.598
H 0.884 1.796 2.372
H -0.300 1.347 3.594
H -1.268 2.937 1.913
H -2.143 1.418 1.883
H -2.052 0.989 -1.880
H -3.095 1.777 -0.698
H -3.518 -0.704 -0.921
H -3.141 -0.223 0.726
F 1.165 -1.671 -1.489
P 1.004 -0.880 -3.016
F 2.565 -0.720 -3.026
F 1.030 -2.264 -3.738
F 0.911 0.511 -2.018
F -0.609 -0.972 -2.808
F 0.813 0.002 -4.293
B 4.626 0.931 -0.847
C 3.276 0.658 -0.194
N 2.241 0.443 0.327
H 5.372 -0.013 -0.743
H 4.229 0.808 -2.058
H 5.009 2.058 -0.710

Properties
⟨S²⟩: 1.030
HOMO energy (alpha / beta): -13.25 / -12.01 eV
multiplicity: 2
E_tot: -108808.1559 eV
LUMO (alpha / beta): -6.5 / -7.6 eV
total charge: +1
HOMO-LUMO gap (alpha / beta): 6.76 / 4.40 eV

=====

Number 1: molar mass 611.03 g mol⁻¹. Number 2: molar mass 152.21 g mol⁻¹. Number 3: molar mass 1014.04 g mol⁻¹. Number 4: molar mass 620.84 g mol⁻¹. Number 5: molar mass 761.65 g mol⁻¹. Number 6: molar mass 423.87 g mol⁻¹.